#one
# C4H6N5

A molecular structure, C4H6N5 (ωB97M-V with the def2-TZVPD basis set, OMol25).

Properties
Net charge ... +1
M ... 124.127 g mol⁻¹

Geometry (Å):
C1 1.19549 -0.98214 -0.30945
C2 0.12940 -1.75045 -0.19502
C3 -2.57389 1.05746 -0.33671
C4 0.94512 0.36749 0.27262
N1 -1.37913 1.30697 -0.00084
N2 -3.22747 -0.13156 -0.09147
N3 -2.71254 -1.20206 0.05182
N4 -0.92600 -1.08844 0.41378
N5 -0.58229 0.26590 0.71318
H1 1.99282 -1.28115 -1.00886
H2 0.12086 -2.70202 -0.59655
H3 -3.19249 1.76091 -0.80097
H4 1.30393 0.52136 1.27298
H5 1.36288 1.11894 -0.37075
H6 -0.73786 0.52156 1.63361


#two
# C4H6N5

A gas-phase ion, C4H6N5 (charge +1) (ωB97M-V with the def2-TZVPD basis set, OMol25).

Properties
SMILES ... [H]/N=C/NC1=NN=C[N+]1=C
Net charge ... +1
M ... 124.127 g mol⁻¹

Geometry (Å):
H1 1.04479 -1.60304 -1.91757
N1 0.74535 -0.90892 -1.21995
C1 1.67246 -0.72471 -0.38027
N2 1.48848 0.03584 0.74589
C2 0.42597 0.80005 1.18900
N3 0.59592 1.42923 2.33368
N4 -0.57136 2.01009 2.62920
C3 -1.44279 1.70471 1.71778
N5 -0.91761 0.83348 0.76748
C4 -1.53956 0.18025 -0.15817
H2 2.58051 -1.23090 -0.54597
H3 2.31492 -0.03404 1.32285
H4 -2.37151 2.16846 1.79141
H5 -0.77699 -0.57662 -0.76029
H6 -2.56123 0.25911 -0.01994


It turns out #two is the most stable, with the second structure 75.7 kcal/mol higher.


#one
# C5H11N2O

A molecular structure, C5H11N2O (ωB97M-V with the def2-TZVPD basis set, OMol25).

Properties
Net charge ... -1
M ... 115.156 g mol⁻¹

Geometry (Å):
C1 0.78395 -2.32205 -1.73451
O1 -0.13426 -2.31292 -2.69429
C2 0.40446 -1.35959 -0.54756
C3 0.15386 0.04465 -1.03187
C4 0.10957 1.08721 0.14552
N1 -0.46966 2.82304 2.44804
C5 -0.83099 1.44189 2.17844
N2 -0.49619 0.55513 1.37062
H1 1.82379 -1.93649 -1.99452
H2 1.03730 -3.31183 -1.26152
H3 -0.49943 -1.79682 -0.12498
H4 1.24176 -1.35103 0.17001
H5 0.93847 0.47493 -1.66190
H6 -0.79396 0.06795 -1.56927
H7 1.17229 1.34531 0.25899
H8 -0.43379 1.95265 -0.24114
H9 0.15572 3.28858 1.78694
H10 -1.53864 1.08507 2.92003
H11 0.25753 1.95413 2.61732


#two
# C5H11N2O

A gas-phase ion, C5H11N2O (charge -1) (ωB97M-V with the def2-TZVPD basis set, OMol25).

Properties
Net charge ... -1
M ... 115.156 g mol⁻¹

Geometry (Å):
C1 -1.80966 0.60643 -0.01594
O1 -2.00554 -0.66570 -0.70967
C2 -0.46181 0.82496 0.72640
C3 0.45241 -0.41887 0.61590
C4 1.41376 -0.47766 -0.56926
C5 2.75106 -0.54099 -0.69881
N1 0.62265 -0.67096 -1.71972
N2 -0.65039 1.23935 2.16858
H1 -2.70815 0.54743 0.53350
H2 -1.83071 1.49589 -0.71876
H3 0.12778 1.76232 0.25053
H4 0.93515 -0.47129 1.61306
H5 -0.15127 -1.38507 0.51368
H6 3.33462 -0.47906 -1.67226
H7 3.41419 -0.72278 0.13812
H8 -1.08311 -0.68869 -1.22726
H9 1.03014 -0.57317 -2.61385
H10 -1.03631 0.52314 2.56144
H11 0.13161 1.37492 2.80748


It turns out #two is the most stable, with the second structure 38.4 kcal/mol higher.